# 1
A molecular structure, C53H39IrN4Se. Source: the OMol25 dataset; level of theory: ωB97M-V/def2-TZVPD.

Each line ends with the Mulliken spin population.
Atoms and positions in Å:
Ir: 1.011 -0.996 0.384  1.55
C: 6.730 1.861 -3.939  0.01
C: 7.035 1.608 -2.610  0.00
C: 6.070 1.100 -1.753  0.01
C: 4.785 0.827 -2.215  0.04
C: 4.488 1.081 -3.554  0.02
C: 5.449 1.599 -4.407  0.00
C: 3.733 0.253 -1.338  -0.01
C: 3.266 -1.040 -1.669  -0.03
C: 3.913 -1.906 -2.571  0.15
C: 3.203 -3.090 -2.581  0.00
C: 2.117 -2.931 -1.702  0.16
N: 2.173 -1.678 -1.117  0.11
C: 1.111 -3.906 -1.476  -0.06
C: 0.084 -3.750 -0.581  0.07
C: -1.029 -4.659 -0.457  -0.01
C: -1.885 -4.137 0.448  0.04
C: -1.306 -2.911 0.936  -0.01
C: -1.840 -2.134 1.926  0.03
C: -3.230 -2.400 2.389  -0.02
C: -3.561 -3.458 3.229  0.01
C: -4.878 -3.662 3.618  0.00
C: -5.879 -2.813 3.171  0.00
C: -5.558 -1.756 2.330  0.01
C: -4.243 -1.549 1.946  -0.01
C: -1.162 -1.028 2.505  0.07
N: -0.013 -0.448 2.018  0.15
C: 0.270 0.619 2.851  0.00
C: 1.237 1.617 2.592  -0.02
C: 1.145 2.863 3.403  0.02
C: 1.547 2.914 4.733  0.02
C: 1.388 4.077 5.472  0.00
C: 0.823 5.201 4.889  0.00
C: 0.436 5.165 3.557  0.00
C: 0.595 4.003 2.818  0.00
C: 2.143 1.583 1.554  0.00
C: 3.120 2.600 1.295  0.02
C: 3.801 2.236 0.181  0.01
C: 3.275 0.972 -0.251  0.00
N: 2.258 0.595 0.598  0.18
C: -0.666 0.654 3.900  0.14
C: -1.565 -0.372 3.677  0.07
N: -0.107 -2.680 0.280  0.20
C: 1.163 -5.151 -2.286  0.01
C: 1.025 -5.109 -3.672  0.01
C: 1.088 -6.272 -4.422  0.00
C: 1.304 -7.495 -3.802  0.00
C: 1.450 -7.547 -2.423  0.00
C: 1.373 -6.384 -1.671  0.00
H: 7.485 2.248 -4.610  0.00
H: 8.035 1.797 -2.241  0.00
H: 6.321 0.886 -0.721  0.00
H: 3.491 0.873 -3.922  0.00
H: 5.201 1.794 -5.442  0.00
H: 4.815 -1.682 -3.113  0.01
H: 3.430 -3.981 -3.140  0.00
H: -1.121 -5.583 -1.002  0.00
H: -2.820 -4.549 0.789  0.01
H: -2.778 -4.115 3.588  0.00
H: -5.124 -4.486 4.276  0.00
H: -6.904 -2.974 3.479  0.00
H: -6.336 -1.093 1.970  0.00
H: -3.989 -0.727 1.286  0.01
H: 1.991 2.034 5.184  0.00
H: 1.703 4.103 6.508  0.00
H: 0.675 6.101 5.472  0.00
H: 0.008 6.043 3.089  0.00
H: 0.281 3.968 1.781  0.01
H: 3.270 3.476 1.904  0.01
H: 4.608 2.762 -0.299  0.01
H: -0.679 1.373 4.701  0.01
H: -2.421 -0.639 4.276  0.01
H: 0.860 -4.155 -4.159  0.00
H: 0.969 -6.226 -5.498  0.00
H: 1.361 -8.401 -4.391  0.00
H: 1.630 -8.495 -1.933  0.00
H: 1.496 -6.418 -0.595  0.00
C: -5.654 5.454 -1.341  -0.01
C: -4.540 4.452 -1.235  0.09
C: -3.846 4.017 -2.358  -0.03
C: -2.822 3.087 -2.275  0.07
C: -2.103 2.693 -3.536  0.01
C: -2.470 2.565 -1.005  -0.06
Se: -1.120 1.221 -0.922  0.88
C: -3.142 3.022 0.144  0.04
C: -2.797 2.544 1.521  0.03
C: -4.165 3.949 0.004  -0.04
H: -5.923 5.636 -2.380  0.00
H: -5.352 6.403 -0.892  0.01
H: -6.537 5.104 -0.805  0.00
H: -4.109 4.413 -3.333  0.00
H: -2.664 3.017 -4.413  0.00
H: -1.959 1.616 -3.586  0.01
H: -1.115 3.156 -3.566  0.00
H: -1.808 2.100 1.543  0.00
H: -3.511 1.793 1.866  0.00
H: -2.823 3.372 2.230  0.00
H: -4.683 4.282 0.897  0.00

Values from the calculation:
2S+1: 5
Kohn-Sham gap (spin up / spin down) (Eh): 0.1697 / 0.1698

---

# 2
5 unconnected molecules or ions with the total composition C52H66Br3NO18S2. Source: the OMol25 dataset; level of theory: ωB97M-V/def2-TZVPD.

Each line ends with the Mulliken charge.
Atoms and positions in Å:
C: 8.516 0.437 2.786  -0.87
C: 9.730 1.354 3.057  -0.72
C: 9.829 2.529 2.069  -0.54
C: 10.601 2.137 0.809  -0.57
C: 10.560 3.174 -0.334  -0.80
C: 9.689 2.733 -1.514  -0.99
C: 8.278 2.284 -1.100  0.84
C: 7.256 2.513 -2.206  -1.64
N: 6.023 1.748 -1.954  0.81
C: 5.994 0.425 -2.623  -1.45
C: 6.339 -0.724 -1.658  0.62
C: 7.417 -1.664 -2.197  -0.69
C: 7.803 -2.787 -1.227  -0.82
C: 6.612 -3.589 -0.685  -0.84
C: 6.017 -3.043 0.625  -0.17
C: 4.494 -3.184 0.711  -0.47
C: 4.028 -4.641 0.746  -1.25
C: 4.838 2.470 -2.251  -0.05
S: 4.516 3.285 -3.627  -0.21
S: 3.755 2.295 -0.905  -0.13
C: 2.133 2.692 -1.584  -0.68
C: 1.108 2.598 -0.453  -0.78
C: -0.330 2.755 -0.983  -1.17
C: -1.232 1.663 -0.427  -0.24
O: -2.599 2.095 -0.531  0.14
C: -3.561 1.227 -1.011  0.32
O: -3.754 1.092 -2.179  -0.55
C: -4.340 0.524 0.086  -0.01
C: -5.816 0.947 0.318  0.18
C: -6.671 -0.293 0.571  -1.45
Br: -6.587 2.004 -1.122  -0.18
C: -0.962 0.299 -1.019  0.12
Br: -0.624 0.215 -2.881  -0.06
C: -0.937 -0.794 -0.273  0.66
C: -1.166 -0.866 1.217  -1.36
Br: -0.604 -2.501 -1.028  -0.13
H: 7.912 0.309 3.686  0.42
H: 7.868 0.861 2.013  0.16
H: 8.823 -0.556 2.450  0.20
H: 9.667 1.752 4.072  0.36
H: 10.645 0.759 2.989  0.36
H: 8.811 2.841 1.814  0.23
H: 10.353 3.359 2.553  0.36
H: 10.252 1.165 0.437  0.26
H: 11.644 1.976 1.104  0.45
H: 11.579 3.342 -0.690  0.29
H: 10.176 4.123 0.056  0.39
H: 10.205 1.922 -2.042  0.31
H: 9.606 3.559 -2.231  0.41
H: 7.993 2.816 -0.187  -0.02
H: 8.302 1.222 -0.835  -0.18
H: 7.709 2.242 -3.171  0.24
H: 7.013 3.575 -2.275  0.58
H: 4.981 0.274 -3.003  0.58
H: 6.664 0.439 -3.490  0.34
H: 5.425 -1.289 -1.447  0.05
H: 6.665 -0.299 -0.705  -0.14
H: 7.064 -2.116 -3.132  0.35
H: 8.306 -1.058 -2.409  0.31
H: 8.501 -3.451 -1.744  0.37
H: 8.346 -2.346 -0.381  0.25
H: 5.831 -3.685 -1.450  0.42
H: 6.960 -4.611 -0.498  0.44
H: 6.478 -3.548 1.482  0.48
H: 6.260 -1.980 0.720  -0.03
H: 4.062 -2.676 -0.159  0.16
H: 4.149 -2.681 1.619  0.43
H: 4.186 -5.074 1.737  0.32
H: 4.545 -5.255 0.005  0.31
H: 2.956 -4.710 0.539  0.34
H: 1.907 1.962 -2.367  0.28
H: 2.154 3.680 -2.047  0.50
H: 1.206 1.605 0.003  0.36
H: 1.328 3.359 0.298  0.52
H: -0.757 3.719 -0.697  0.52
H: -0.330 2.734 -2.076  0.43
H: -0.987 1.587 0.637  -0.05
H: -4.293 -0.546 -0.135  0.36
H: -3.809 0.711 1.022  -0.25
H: -5.870 1.577 1.203  0.46
H: -6.107 -0.965 1.229  0.40
H: -7.622 -0.045 1.040  0.41
H: -6.841 -0.834 -0.364  0.32
H: -0.622 -1.725 1.607  0.65
H: -0.801 0.020 1.738  0.33
H: -2.217 -1.025 1.464  0.20
O: -8.810 -0.540 -1.794  -0.46
C: -9.653 -1.169 -2.409  0.94
C: -11.032 -1.322 -1.999  -1.22
C: -11.852 -2.071 -2.751  0.39
O: -13.127 -2.285 -2.468  -0.59
C: -11.385 -2.762 -4.016  1.25
O: -12.212 -3.436 -4.601  -0.66
C: -10.013 -2.580 -4.439  -0.87
C: -9.196 -1.832 -3.687  0.33
O: -7.921 -1.615 -3.984  -0.60
H: -11.356 -0.831 -1.092  0.47
H: -13.466 -2.864 -3.180  0.37
H: -9.688 -3.068 -5.346  0.36
H: -7.564 -1.039 -3.279  0.32
O: -3.990 4.216 1.107  -0.50
C: -3.556 5.336 0.917  1.01
C: -3.094 6.233 1.954  -1.18
C: -2.649 7.449 1.609  0.36
O: -2.206 8.347 2.475  -0.59
C: -2.610 7.923 0.172  1.13
O: -2.198 9.055 -0.012  -0.64
C: -3.050 7.023 -0.867  -0.90
C: -3.495 5.801 -0.528  0.38
O: -3.911 4.911 -1.407  -0.58
H: -3.127 5.893 2.981  0.46
H: -1.957 9.130 1.943  0.38
H: -3.006 7.362 -1.892  0.46
H: -4.167 4.109 -0.909  0.08
O: -8.118 -7.419 0.416  -0.64
C: -8.247 -6.929 -0.691  1.07
C: -7.290 -6.044 -1.318  -0.93
C: -7.557 -5.556 -2.539  0.26
O: -6.754 -4.732 -3.191  -0.59
C: -8.828 -5.903 -3.285  1.06
O: -8.976 -5.391 -4.379  -0.64
C: -9.781 -6.797 -2.664  -1.11
C: -9.511 -7.285 -1.444  0.43
O: -10.309 -8.110 -0.785  -0.58
H: -6.386 -5.800 -0.777  0.46
H: -7.196 -4.521 -4.038  0.36
H: -10.682 -7.044 -3.208  0.47
H: -9.864 -8.292 0.068  0.37
O: -2.261 -1.259 3.925  -0.58
C: -1.920 -0.854 5.025  1.09
C: -0.859 -1.433 5.816  -1.10
C: -0.582 -0.901 7.016  0.34
O: 0.366 -1.348 7.821  -0.58
C: -1.347 0.282 7.572  1.07
O: -1.019 0.671 8.678  -0.62
C: -2.402 0.869 6.771  -0.94
C: -2.674 0.337 5.572  0.29
O: -3.621 0.788 4.762  -0.57
H: -0.319 -2.278 5.413  0.47
H: 0.338 -0.781 8.618  0.37
H: -2.938 1.718 7.170  0.45
H: -3.601 0.211 3.974  0.30

Values from the calculation:
2S+1: 1
Kohn-Sham gap (Eh): 0.2460
Structure (SMILES): CCCCCCCCN(CCCCCCCC)C(=S)SCCC[C@@H](OC(=O)C[C@H](C)Br)/C(Br)=C(\C)Br.O=C1C=C(O)C(=O)C=C1O.O=C1C=C(O)C(=O)C=C1O.O=C1C=C(O)C(=O)C=C1O.O=C1C=C(O)C(=O)C=C1O

---

| no. | energy (eV) |
| --- | --- |
| 1 | -129739.6889 |
| 2 | -325135.2003 |